Formula: C5H9NO4
Source: the Open Molecules 2025 dataset
Level of theory: wB97M-V/def2-TZVPD

Summary:
**Spin multiplicity**: 1
**DFT total energy**: -15009.018 eV
**Gap between HOMO and LUMO**: 8.7 eV
**Structure (SMILES)**: CCC(O)=C=N.O=C(O)O
**Relative energy (zero: lowest compared OMol25 entry of this formula, charge and spin)**: 74.4 kcal/mol

Cartesian coordinates (Å):
H (-0.799, 2.647, 1.351)
H (-0.891, 3.526, -0.173)
O (-1.640, -0.579, 0.952)
H (-1.864, -1.252, 0.363)
C (-0.595, 0.113, 0.490)
H (2.097, -0.036, 2.158)
O (-0.870, -2.085, -1.008)
H (1.772, -3.051, 0.115)
O (1.263, -1.644, -1.541)
H (0.891, -1.277, -2.333)
H (0.621, 2.753, 0.225)
C (0.618, -0.187, 0.895)
C (-0.441, 2.681, 0.264)
C (0.303, -2.197, -0.773)
H (-0.222, 1.080, -1.319)
C (-0.839, 1.339, -0.465)
H (-1.996, 1.419, -0.550)
O (0.791, -2.910, 0.171)
N (1.802, -0.338, 1.179)